1.
{"formula": "C8H13N2", "method": "wB97M-V/def2-TZVPD", "total_charge": 1, "spin_multiplicity": 1, "e_homo_ha": [-0.457, -0.457], "smiles": "C[C@@H]1CC=[N+]=C=CCCN1", "species": ["C", "C", "C", "C", "C", "C", "C", "C", "N", "N", "H", "H", "H", "H", "H", "H", "H", "H", "H", "H", "H", "H", "H"], "coordinates": [[3.1139, 0.1596, -0.2464], [0.6223, -2.4318, 0.0942], [2.5646, -0.9843, -0.1000], [2.2782, 1.3370, 0.2372], [-0.5914, -1.6589, 0.5163], [0.7531, 1.5160, -0.3057], [-0.9644, -0.4518, -0.3338], [-2.5135, -0.1871, -0.2946], [1.7140, -1.8191, -0.0444], [-0.2594, 0.6379, 0.2232], [4.1650, 0.2808, -0.4939], [0.4460, -3.2719, -0.4701], [2.2011, 1.0346, 1.3550], [3.0352, 2.1887, 0.2118], [-1.4686, -2.4480, 0.4542], [-0.3697, -1.3907, 1.6142], [0.6410, 2.6098, 0.0137], [0.7927, 1.4484, -1.4844], [-0.7074, -0.5662, -1.3885], [-2.9129, -0.5769, 0.6858], [-2.8877, -0.9290, -1.0880], [-2.9393, 0.7932, -0.4131], [-0.8521, 0.9746, 1.0184]], "lowdin_charge": [-0.008, 0.009, 0.011, -0.136, -0.117, -0.171, -0.422, -0.033, 0.198, -0.073, 0.139, 0.124, 0.146, 0.134, 0.160, 0.162, 0.135, 0.158, 0.148, 0.092, 0.109, 0.074, 0.159]}

***

2.
{"formula": "C8H13N2", "method": "wB97M-V/def2-TZVPD", "total_charge": 1, "spin_multiplicity": 1, "e_homo_ha": [-0.470, -0.470], "smiles": "C[C@@H]1C=C=[N+]=CC[C@H](C)N1", "species": ["C", "C", "C", "C", "C", "C", "C", "C", "N", "N", "H", "H", "H", "H", "H", "H", "H", "H", "H", "H", "H", "H", "H"], "coordinates": [[0.7707, -1.9803, 0.7553], [-2.4954, -0.8435, 0.0239], [-0.4848, -1.8647, 0.4568], [-2.0542, 0.5290, -0.2723], [1.4532, -0.6821, 0.3752], [-0.7148, 0.9060, 0.1918], [2.6466, -0.8504, -0.4415], [-0.2831, 2.3830, -0.0726], [-1.6609, -1.7474, 0.2546], [0.3872, 0.0126, -0.3412], [1.2526, -2.7889, 1.2934], [-3.5963, -1.0692, -0.0272], [-2.3007, 0.6553, -1.3331], [-2.9136, 1.1766, 0.2898], [1.5815, -0.2109, 1.3209], [-0.4817, 0.8168, 1.2465], [2.4825, -0.4675, -1.5597], [2.9951, -1.8636, -0.5300], [3.5491, -0.2514, -0.0552], [0.7602, 2.6089, 0.3046], [-0.9877, 2.8648, 0.5780], [-0.3340, 2.7259, -1.0804], [0.4284, -0.0588, -1.3776]], "lowdin_charge": [0.085, -0.024, -0.003, -0.116, -0.389, -0.352, -0.040, -0.027, 0.189, -0.027, 0.145, 0.168, 0.150, 0.203, 0.148, 0.151, 0.138, 0.075, 0.120, 0.110, 0.071, 0.072, 0.155]}

***

3.
{"formula": "C8H13N3O", "method": "wB97M-V/def2-TZVPD", "total_charge": 0, "spin_multiplicity": 1, "e_homo_ha": -0.316, "species": ["C", "H", "H", "H", "C", "C", "N", "C", "N", "O", "C", "N", "H", "C", "C", "H", "H", "C", "H", "H", "H", "H", "H", "H", "H"], "coordinates": [[-3.2275, -1.5763, -0.0924], [-4.2309, -2.0990, -0.4387], [-3.3424, -1.3558, 0.8380], [-2.3742, -2.3027, -0.3011], [-2.8820, -0.3430, -1.2973], [-1.5875, 0.3223, -0.8099], [-0.5191, -0.1063, -0.1745], [0.3643, 0.6758, -0.4097], [-0.1090, 1.7604, -0.9079], [-1.4842, 1.5430, -1.2389], [1.7018, 0.4911, 0.3405], [1.7057, 0.3849, 1.6674], [2.4671, 1.0593, 1.9405], [1.5552, -0.9754, 1.9677], [2.6826, -1.5207, 0.8077], [3.6744, -1.2858, 1.4407], [2.4476, -2.3610, 0.6742], [2.4564, -0.5089, -0.2516], [1.7163, -1.2073, -1.1092], [3.3625, -0.3095, -0.6498], [0.6797, -1.3267, 1.6047], [1.8745, -1.1646, 3.1635], [2.1602, 1.5222, 0.0617], [-3.7387, 0.3296, -0.7950], [-2.9132, -1.0440, -2.2699]], "lowdin_charge": [-0.083, 0.095, -0.034, 0.072, -0.068, -0.372, 0.199, -0.419, 0.162, 0.084, -0.442, -0.053, 0.167, -0.129, -0.102, 0.157, -0.035, -0.182, 0.209, 0.076, 0.046, 0.175, 0.180, 0.144, 0.155]}

***

4.
{"formula": "C8H13N3O3", "method": "wB97M-V/def2-TZVPD", "total_charge": 0, "spin_multiplicity": 1, "e_homo_ha": -0.300, "species": ["C", "C", "C", "C", "C", "C", "C", "C", "N", "N", "N", "O", "O", "O", "H", "H", "H", "H", "H", "H", "H", "H", "H", "H", "H", "H", "H"], "coordinates": [[1.0131, -1.5584, 2.6145], [1.0951, -0.3455, 1.9233], [-0.1012, -2.1446, 2.0657], [-1.8220, -1.3147, 0.0868], [0.4678, 2.1364, -1.9047], [0.6248, -0.3861, -1.8490], [0.0429, 0.9386, 0.1208], [0.8910, 0.9079, -1.1418], [0.1964, -0.3585, 0.9435], [-0.6772, -1.3999, 1.0569], [-2.7412, -0.3050, 0.4829], [-3.8413, -0.3388, -0.0168], [-2.3762, 0.5824, 1.2815], [2.2533, 1.0517, -0.7351], [1.4256, -1.8765, 3.6017], [1.8565, 0.4770, 2.1801], [-0.7059, -3.0079, 2.3115], [-2.3976, -2.3315, 0.0345], [1.0604, 2.5370, -2.7447], [-0.4970, 2.0790, -2.3680], [0.4560, 3.1663, -1.2690], [1.2579, -0.3938, -2.7011], [-0.4353, -0.3907, -2.0732], [0.8508, -1.2908, -1.2740], [0.1913, 1.7200, 0.9395], [-1.0389, 0.9829, -0.1281], [2.9510, 0.8634, -1.4375]], "lowdin_charge": [-0.038, -0.054, -0.041, -0.046, -0.046, -0.023, -0.046, -0.626, -0.049, -0.009, -0.487, 0.017, -0.035, -0.045, 0.125, 0.172, 0.128, 0.133, 0.083, 0.073, 0.144, 0.080, 0.084, 0.094, 0.164, 0.108, 0.138]}

***

5.
{"formula": "C8H13N4", "method": "wB97M-V/def2-TZVPD", "total_charge": 1, "spin_multiplicity": 1, "e_homo_ha": -0.481, "smiles": "[H]/N=C/N[C@H](N=C)[C@@]12CC[NH+]=C1C2", "species": ["C", "C", "C", "C", "C", "C", "C", "C", "N", "N", "N", "N", "H", "H", "H", "H", "H", "H", "H", "H", "H", "H", "H", "H", "H"], "coordinates": [[-2.3349, 0.8494, 0.8740], [2.1784, 2.3319, 0.2824], [1.3663, -1.0543, -0.0619], [-0.4488, 0.1911, -1.7103], [0.6316, -2.3695, 0.1128], [0.1379, 1.1702, 0.7546], [0.2332, 0.0120, -0.3504], [-0.7982, -0.9531, -0.8311], [0.9220, 2.1863, 0.0754], [-1.2448, 1.6409, 0.8340], [-0.5234, -2.1920, -0.8172], [-2.1734, -0.3168, 1.4055], [-3.2967, 1.2359, 0.6066], [2.6494, 3.0426, -0.3796], [2.8851, 1.7542, 1.0003], [2.0759, -0.6599, 0.7697], [1.9669, -1.2766, -1.0030], [-1.1316, 1.0201, -1.9776], [0.2316, -0.1725, -2.5310], [1.2255, -3.3403, -0.2259], [0.2113, -2.6129, 1.1552], [0.6991, 0.8542, 1.7002], [-1.2680, 2.4025, 0.1708], [-1.1751, -2.8960, -1.1564], [-3.0193, -0.8473, 1.3030]], "lowdin_charge": [-0.269, 0.007, -0.084, 0.078, -0.122, -0.270, -0.262, -0.156, 0.007, 0.058, 0.128, 0.122, 0.134, 0.075, 0.119, 0.146, 0.143, 0.138, 0.151, 0.169, 0.150, 0.170, 0.128, 0.188, 0.051]}

***

6.
{"formula": "C8H13N5", "method": "wB97M-V/def2-TZVPD", "total_charge": 2, "spin_multiplicity": 1, "e_homo_ha": -0.582, "smiles": "C=C1C=C(C)N2C(=[NH2+])NN(C)C2=[NH+]1", "species": ["C", "C", "C", "C", "C", "C", "C", "C", "N", "N", "N", "N", "N", "H", "H", "H", "H", "H", "H", "H", "H", "H", "H", "H", "H", "H"], "coordinates": [[-0.1298, 2.0898, 0.6708], [0.9381, 1.2975, 0.3961], [-1.5018, 1.7845, 0.2955], [-0.7198, -0.5051, -0.1394], [1.4638, -1.1534, -0.1595], [-2.6259, 2.5066, 0.3611], [2.3484, 1.7682, 0.5093], [-1.7421, -2.6391, -0.9763], [0.6761, -2.1824, -0.4178], [0.6015, -0.1137, 0.0472], [-0.6734, -1.8167, -0.4637], [-1.6742, 0.3983, -0.1330], [2.7824, -1.3255, -0.0983], [-0.0996, 3.1177, 1.0138], [-3.6227, 2.1817, -0.1059], [-2.7577, 3.5477, 0.8203], [3.0097, 0.9437, 0.6231], [2.2200, 2.4019, 1.3941], [2.5257, 2.3404, -0.3573], [-1.4115, -2.9395, -1.9063], [-1.8933, -3.4116, -0.3481], [-2.7172, -2.1631, -1.0967], [1.0539, -3.1043, -0.2841], [-2.5944, 0.0055, -0.0004], [3.1144, -2.2915, -0.0614], [3.4293, -0.7376, 0.4170]], "lowdin_charge": [0.053, -0.144, -0.266, -0.145, -0.239, 0.124, 0.034, 0.078, 0.205, 0.175, 0.010, 0.205, 0.257, 0.152, 0.119, 0.125, 0.051, 0.124, 0.102, 0.098, 0.078, 0.133, 0.205, 0.173, 0.161, 0.133]}

***

7.
{"formula": "C8H13N5O", "method": "wB97M-V/def2-TZVPD", "total_charge": 0, "spin_multiplicity": 1, "e_homo_ha": -0.317, "smiles": "CCCNc1ncnc(NC)c1N=O", "species": ["C", "C", "C", "C", "C", "C", "C", "C", "H", "H", "H", "H", "H", "H", "H", "H", "H", "H", "H", "H", "H", "N", "N", "N", "N", "N", "O"], "coordinates": [[0.5858, -1.4666, 3.7823], [0.7974, -0.0717, 3.3657], [-0.2600, 0.3348, 2.3358], [-0.3703, -0.6429, -0.1682], [-1.0636, -1.6862, -2.1016], [-0.4418, 0.4766, -2.2871], [-0.2699, 1.5747, -4.3676], [-0.0395, 0.5499, -0.8405], [0.8769, -2.0578, 2.9311], [1.2067, -1.7381, 4.6870], [-0.4413, -1.7191, 3.9268], [1.7709, -0.0050, 2.8608], [0.8511, 0.6271, 4.2193], [-1.2620, 0.4105, 2.8024], [-0.0607, 1.3525, 2.0384], [-0.6294, -1.4741, 1.6938], [-1.2164, -2.6428, -2.6671], [0.5660, 2.0306, -2.5226], [-1.0159, 2.2608, -4.6959], [0.6328, 2.0337, -4.7029], [-0.3854, 0.5253, -4.6961], [-0.2187, -0.7116, 1.2750], [-0.8452, -1.7401, -0.7934], [-1.0402, -0.5817, -2.7996], [-0.2228, 1.5729, -2.8947], [0.9100, 1.4054, -0.7152], [1.5854, 1.3829, 0.3341]], "lowdin_charge": [-0.139, -0.272, -0.193, -0.175, -0.191, -0.307, -0.028, -0.172, 0.065, 0.103, 0.066, 0.113, 0.117, 0.125, 0.096, 0.071, 0.131, 0.106, 0.071, 0.073, 0.087, 0.085, 0.113, 0.120, 0.035, -0.046, -0.050]}

***

8.
{"formula": "C8H13N5O5V", "method": "wB97M-V/def2-TZVPD", "total_charge": 1, "spin_multiplicity": 3, "e_homo_ha": [-0.472, -0.486], "species": ["V", "O", "C", "C", "N", "C", "C", "O", "O", "C", "C", "O", "O", "H", "H", "H", "H", "H", "H", "H", "H", "H", "N", "C", "N", "N", "C", "N", "H", "H", "H", "H"], "coordinates": [[-0.0779, -0.5927, 0.4538], [-0.7371, 0.6603, -1.0032], [-0.4188, 2.0633, -0.7478], [-0.5186, 2.2542, 0.7506], [0.3581, 1.2972, 1.4698], [1.7971, 1.6245, 1.3552], [2.5843, 0.4312, 0.8215], [3.7767, 0.3419, 0.8804], [1.8082, -0.5026, 0.2634], [-0.0841, 1.1291, 2.8756], [-1.1595, 0.0404, 2.9794], [-1.6749, -0.2387, 4.0160], [-1.3797, -0.5491, 1.8022], [-0.6886, 0.4488, -1.9437], [-1.1455, 2.6877, -1.2636], [0.5811, 2.2639, -1.1334], [-1.5443, 2.0691, 1.0695], [-0.2670, 3.2897, 0.9987], [2.2156, 1.9235, 2.3143], [1.9528, 2.4601, 0.6713], [-0.4612, 2.0655, 3.2907], [0.7619, 0.8156, 3.4859], [3.4953, -2.8734, -0.0904], [2.9509, -4.0666, -0.3021], [3.7247, -5.1417, -0.4336], [1.6290, -4.2815, -0.3896], [0.8086, -3.3123, -0.2944], [-0.0048, -2.4734, -0.2049], [4.4913, -2.7606, -0.0028], [2.9286, -2.0400, 0.0370], [4.7258, -5.0971, -0.3710], [3.2811, -6.0311, -0.5861]], "mulliken_spin": [1.983, -0.008, 0.011, -0.003, -0.028, -0.007, 0.009, 0.003, 0.002, 0.001, 0.009, 0.006, -0.005, 0.004, -0.001, -0.002, -0.002, 0.000, -0.002, -0.002, 0.001, -0.006, 0.004, 0.005, 0.003, 0.013, 0.043, -0.030, 0.000, 0.000, 0.000, 0.000]}

***

9.
{"formula": "C8H13N6O", "method": "wB97M-V/def2-TZVPD", "total_charge": 1, "spin_multiplicity": 1, "e_homo_ha": -0.455, "smiles": "CN(C(N)=[NH2+])C(=O)[C@]1(C)N=CCN1C#N", "species": ["C", "C", "C", "C", "C", "C", "C", "C", "N", "N", "N", "N", "N", "N", "O", "H", "H", "H", "H", "H", "H", "H", "H", "H", "H", "H", "H", "H"], "coordinates": [[1.3545, 2.2532, -1.6621], [-1.9168, 2.2828, -0.3021], [0.2084, -0.2519, -0.5113], [0.3992, -2.6016, 0.0057], [-1.0081, 2.8653, -1.3331], [-0.0241, 1.1725, 0.0377], [0.9585, 1.4221, 1.1920], [-0.9066, -1.2222, 1.5070], [2.3784, 2.3507, -2.1670], [-1.4001, 1.3854, 0.4200], [0.2032, 2.1299, -1.0403], [1.0331, -2.8400, -1.1225], [-0.0705, -1.3513, 0.3164], [0.2112, -3.5926, 0.8725], [0.6864, -0.3958, -1.6086], [-2.9403, 2.5854, -0.1657], [-1.3823, 2.6854, -2.3492], [-0.8797, 3.9464, -1.2013], [0.8208, 2.4406, 1.5482], [1.9775, 1.3213, 0.8242], [0.7972, 0.7426, 2.0210], [-1.7259, -1.9404, 1.4594], [-0.3256, -1.3721, 2.4182], [-1.3482, -0.2260, 1.5186], [1.1634, -2.0651, -1.7810], [1.4113, -3.7522, -1.3250], [0.5544, -4.5167, 0.6621], [-0.2295, -3.4559, 1.7665]], "lowdin_charge": [-0.299, -0.048, -0.270, -0.344, -0.072, -0.415, 0.041, -0.015, 0.188, 0.119, -0.038, 0.243, 0.036, 0.226, 0.133, 0.131, 0.142, 0.142, 0.108, 0.102, 0.077, 0.112, 0.107, 0.073, 0.115, 0.146, 0.143, 0.116]}

***

10.
{"formula": "C8H13NO", "method": "wB97M-V/def2-TZVPD", "total_charge": 0, "spin_multiplicity": 1, "e_homo_ha": -0.311, "smiles": "CC1=C[C@@]2(C(C)(C)C)ON12", "species": ["C", "C", "C", "C", "C", "C", "C", "C", "O", "N", "H", "H", "H", "H", "H", "H", "H", "H", "H", "H", "H", "H", "H"], "coordinates": [[-0.1583, -0.2423, -1.1819], [-1.1846, -1.2608, -0.6600], [-0.8697, 0.8266, -2.0390], [0.9298, -0.9465, -1.9966], [0.5895, 0.4684, 3.5255], [0.4516, 0.4832, -0.0119], [0.5051, 0.5251, 2.0478], [-0.3154, 1.0819, 1.1444], [1.7274, 0.8026, 0.0325], [1.4279, -0.2237, 1.2345], [-1.1045, 1.8101, 1.1802], [-0.6962, -2.0010, -0.0275], [-1.9650, -0.7725, -0.0783], [-1.6478, -1.7739, -1.5029], [-1.6478, 1.3363, -1.4708], [-1.3355, 0.3444, -2.8985], [-0.1614, 1.5702, -2.4049], [1.4691, -1.6584, -1.3731], [0.4767, -1.4797, -2.8327], [1.6504, -0.2302, -2.3887], [-0.2183, 1.0424, 3.9770], [1.5532, 0.8623, 3.8538], [0.5238, -0.5647, 3.8710]], "lowdin_charge": [-0.534, -0.037, -0.028, -0.039, -0.029, -0.375, -0.341, 0.044, 0.021, 0.181, 0.101, 0.090, 0.082, 0.086, 0.083, 0.089, 0.091, 0.090, 0.086, 0.086, 0.081, 0.086, 0.083]}